C4H14N2O | ωB97M-V/def2-TZVPD

Structure (XYZ):
```
21
Properties=species:S:1:pos:R:3:forces:R:3:lowdin_charge:R:1
C 1.344248 -1.092179 -0.091676 1.3745 1.8012 0.5421 -0.25
O 1.380267 -2.269397 -0.785801 2.1491 -3.2838 -0.0058 -0.09
C -0.030964 -0.451218 -0.336923 0.6705 -0.5323 0.2711 -0.28
C -0.467894 0.447486 0.802868 3.4083 1.4516 0.0220 -0.19
C -1.112001 1.736288 0.356827 -1.5497 1.8231 0.2998 -0.20
N -0.194527 3.064152 0.319534 2.5297 -2.5768 0.7991 0.03
N -0.971310 -1.636807 -0.354238 1.8727 -1.7394 1.2555 0.21
H 1.512383 -1.276860 0.994124 -0.4245 0.2697 -0.3752 0.14
H 2.236461 -0.513581 -0.451370 -1.1715 0.4746 0.4659 0.15
H 2.230768 -2.746019 -0.477254 -2.1045 0.7722 -1.1058 0.18
H -0.177678 0.086683 -1.289715 0.6114 -0.4636 0.2212 0.15
H 0.534158 0.674910 1.386454 -2.2701 -0.3677 -0.7838 0.15
H -1.133934 -0.043698 1.484052 -0.3055 -0.4517 0.6005 0.10
H -1.940324 1.888273 1.079225 0.7378 0.7535 -0.2593 0.11
H -1.636089 1.815162 -0.616202 0.6468 -0.7611 0.2622 0.10
H 0.304140 3.271054 -0.617296 -0.7559 0.0841 -0.3025 0.04
H 0.723643 2.909985 0.868412 -1.0755 -0.2206 -0.4021 0.08
H -0.524705 3.874673 0.812354 -1.2197 1.3995 0.2784 0.06
H -1.653349 -1.319210 -0.976686 -2.0702 -0.3423 -1.0470 0.14
H -0.446304 -2.563439 -0.684227 -0.9780 2.2521 0.5663 0.22
H -1.310775 -1.736433 0.630893 -0.0756 -0.3422 -1.3026 0.18
```
Positions in Å, forces in eV/Å.

Computed properties:
<S²>: 0.751
HOMO level (spin up / spin down): -6.8351 / -15.1559 eV
Multiplicity: 2
LUMO energy (spin up / spin down): -3.384 / -3.419 eV
Relative energy (zero: lowest compared OMol25 entry of this formula, charge and spin): 72.6 kcal/mol
Charge: +1